<P>
13
Properties=species:S:1:pos:R:3:mulliken_charge:R:1 method="wB97M-V/def2-TZVPD" e_homo_ev=-8.2
C 0.6986 -0.1227 -0.0196 0.2789
C -0.7395 -1.7768 -0.0179 -0.1790
C -1.5399 -0.6875 0.0706 -0.7822
C -0.6519 0.4884 0.0215 1.0360
C -0.9664 1.7772 -0.0225 -1.0291
H 3.6423 0.4061 0.0663 0.3713
H -0.9138 -2.8565 -0.0285 0.4204
H -2.6164 -0.6677 0.0611 0.3876
H -2.0041 2.1029 -0.0238 0.2961
H -0.2002 2.5204 -0.0655 0.3496
N 1.7751 0.5357 -0.0346 -0.4144
O 2.9057 -0.2367 0.0476 -0.3798
O 0.6105 -1.4826 -0.0547 -0.3553

=====

<Q>
13
Properties=species:S:1:pos:R:3:mulliken_charge:R:1 method="wB97M-V/def2-TZVPD" e_homo_ev=-8.0
C 1.5530 -0.5757 -0.1454 -0.2965
C 0.3745 -0.1052 -0.0533 -0.0044
C -2.0008 -0.1711 -0.1363 -0.0245
C -1.6146 1.1185 0.0726 -0.8758
C -0.0624 1.2085 -0.0529 0.9733
H 3.3107 -0.6012 1.3093 0.1906
H 1.9095 -1.6841 0.3155 0.2269
H -0.8318 -2.2278 -0.4428 0.3667
H -2.9332 -0.7534 -0.1826 0.3407
H -2.1116 2.0672 -0.2181 0.3325
N -0.7684 -0.8740 -0.0679 -0.2835
O 2.5075 0.3311 -0.3226 -0.3413
O 0.6675 2.2672 -0.0753 -0.6047

=====

<P> comes first in stability; the runner-up is 0.2632 hartree higher.

=====

<P>
15
Properties=species:S:1:pos:R:3:mulliken_charge:R:1 method="wB97M-V/def2-TZVPD" smiles=C[Si@@H]1C[Si@@H]1C e_homo_ev=-8.3
C -0.2051 -1.2188 0.9462 -0.8581
C -1.2638 2.1013 1.3745 -0.9513
C 1.9043 -1.1355 -1.5698 -1.0060
Si -1.2660 0.3441 0.4383 0.3131
Si 0.0547 -0.8895 -1.0710 0.3680
H 0.7811 -0.8987 1.3986 0.2658
H -0.6217 -2.0392 1.4413 0.4119
H -0.3270 2.7089 0.9940 0.2706
H -2.1913 2.7151 1.3335 0.2843
H -0.9810 1.8533 2.4806 0.2792
H 2.0515 -1.5566 -2.5312 0.3019
H 2.5669 -0.1198 -1.5556 0.2629
H 2.3712 -1.6780 -0.7144 0.3206
H -0.5770 -1.7938 -2.0505 -0.1385
H -2.4849 -0.2076 -0.0212 -0.1243

=====

<Q>
15
Properties=species:S:1:pos:R:3:mulliken_charge:R:1 method="wB97M-V/def2-TZVPD" e_homo_ev=-9.2
C -0.3281 -1.0565 -2.3303 -0.6080
C 0.5129 -1.1409 -1.2735 -0.0929
C -1.8502 0.8848 0.1529 -1.0211
Si 1.5581 0.0283 2.2652 0.2732
Si 0.3956 0.1483 0.1701 0.3642
H -0.2133 -1.6372 -3.3049 0.2262
H -1.1017 -0.2566 -2.4178 0.1444
H 1.3535 -1.9713 -1.2982 0.2370
H -1.8431 1.9523 0.5180 0.2816
H -2.2814 0.6318 -0.8428 0.2216
H -2.5580 0.3732 0.8207 0.3168
H 2.1017 1.4831 2.3718 -0.0789
H 0.8318 0.0839 3.5329 -0.0991
H 2.6996 -0.9298 2.1800 -0.0904
H 0.7225 1.4066 -0.5439 -0.0747

=====

<P> comes first in stability; the runner-up is 0.0391 hartree higher.

=====

<P>
84
Properties=species:S:1:pos:R:3:mulliken_charge:R:1 method="wB97M-V/def2-TZVPD" smiles="COC(=O)OC.COC(=O)OC.COC(=O)OC.COC(=O)OC.COC(=O)OC.O=C1CCCO1.O=C1CCCO1" e_homo_ev=-9.8
C 3.4131 2.7885 0.0389 -0.8541
O 3.3367 2.0573 1.2029 -0.0784
C 3.2573 2.6639 2.3491 0.6460
O 3.1775 3.8981 2.4532 -0.6056
O 3.1292 1.7582 3.3446 -0.3667
C 3.0843 0.3754 3.0523 -0.1495
H 3.2868 2.1532 -0.8378 0.2101
H 4.3051 3.4070 -0.0612 0.4169
H 2.6534 3.5641 -0.0571 0.3677
H 3.9011 -0.0483 2.4682 0.1344
H 2.1225 0.2399 2.5576 -0.0186
H 3.0362 -0.2526 3.9420 0.3089
C -1.2634 0.1196 -4.2218 -0.4681
O -0.0091 0.5545 -3.8909 -0.2954
C 0.2398 1.9025 -3.5804 0.8342
O -0.6621 2.7318 -3.5716 -0.5843
O 1.5732 2.0591 -3.4678 -0.2778
C 2.1022 3.3937 -3.1621 -0.6312
H -1.5926 0.5476 -5.1687 0.3350
H -1.8858 0.6293 -3.4863 0.1703
H -1.3916 -0.9627 -4.2085 0.1275
H 1.8184 4.1919 -3.8479 0.3644
H 3.1919 3.3942 -3.1878 0.2673
H 1.7339 3.6377 -2.1657 0.1895
C -3.0399 2.5368 -0.6070 -0.5530
O -3.2482 2.2699 0.7860 -0.1277
C -2.4001 2.6315 1.7860 0.6087
O -2.7900 2.6190 2.9394 -0.5866
O -1.1511 2.7426 1.3655 -0.2728
C -0.1186 2.7030 2.3392 -0.5539
H -2.0294 2.2707 -0.9171 0.0601
H -3.1142 3.5843 -0.8989 0.3660
H -3.8134 2.0063 -1.1624 0.2908
H 0.0314 1.7635 2.8711 0.2739
H -0.3375 3.5141 3.0337 0.4632
H 0.7679 2.9044 1.7378 -0.0392
C -1.9334 -0.9640 1.0509 -0.7949
O -0.9875 -0.3491 0.1914 0.0905
C 0.2274 -0.7387 0.2187 0.3400
O 0.7266 -1.4730 1.0457 -0.6073
O 0.8853 -0.2024 -0.8871 0.3645
C 2.2589 -0.5874 -1.0839 -0.6364
H -2.8471 -0.3706 1.0827 0.0434
H -1.5813 -1.1768 2.0603 0.3547
H -2.2480 -1.9357 0.6703 0.3492
H 2.8992 -0.4909 -0.2070 0.0982
H 2.5692 0.0473 -1.9140 0.3484
H 2.3768 -1.6411 -1.3367 0.0826
C 3.1206 -3.1711 1.5680 -0.5392
O 4.1228 -2.3490 0.9304 0.0028
C 5.4404 -2.5477 1.0617 0.6379
O 6.0565 -3.2789 1.8340 -0.6013
O 6.0438 -1.7237 0.2151 -0.2571
C 7.4341 -1.9119 -0.0275 -0.7142
H 3.4210 -4.2154 1.6542 0.4040
H 2.2689 -3.1721 0.8879 0.0099
H 2.8245 -2.8606 2.5700 0.2459
H 7.5383 -2.9711 -0.2627 0.3084
H 8.0804 -1.6062 0.7952 0.2819
H 7.8235 -1.3586 -0.8820 0.2332
O -1.9628 -5.4923 -4.2256 -0.6186
C -1.1827 -4.7785 -3.6107 0.4513
O -1.3915 -3.5013 -3.3671 -0.3399
C -0.3665 -3.0223 -2.5047 -0.0610
C 0.4543 -4.1783 -1.8955 -0.4625
C 0.1534 -5.3136 -2.9830 -0.4813
H -0.8209 -2.4211 -1.7172 0.1391
H 0.1735 -2.2044 -2.9818 0.1251
H -0.0131 -4.6097 -1.0103 0.2745
H 1.4777 -3.9543 -1.5948 0.3442
H -0.0059 -6.2663 -2.4779 0.3258
H 0.9366 -5.3695 -3.7391 0.2691
O -8.4968 1.6515 0.4344 -0.6539
C -7.7931 1.6459 1.4607 0.4243
O -6.4542 1.9379 1.3255 -0.2695
C -5.7959 1.5761 2.5876 0.2435
C -6.8443 0.7948 3.3998 -0.6589
C -8.2260 1.3108 2.8058 -0.3349
H -5.4158 2.4622 3.0961 0.3102
H -4.9943 0.8767 2.3505 -0.1725
H -6.8035 1.0117 4.4673 0.3310
H -6.7334 -0.2850 3.3005 0.2821
H -8.6980 2.2502 3.0938 0.2340
H -9.0325 0.5779 2.7838 0.2815

=====

<Q>
84
Properties=species:S:1:pos:R:3:mulliken_charge:R:1 method="wB97M-V/def2-TZVPD" smiles="COC(=O)OC.COC(=O)OC.COC(=O)OC.COC(=O)OC.COC(=O)OC.O=C1CCCO1.O=C1CCCO1" e_homo_ev=-10.2
C -4.0256 -4.3715 0.0827 -0.3796
O -3.4511 -4.7296 -1.2051 -0.2949
C -4.0008 -5.6835 -2.0222 0.7758
O -3.3886 -6.2567 -2.9031 -0.5811
O -5.3039 -5.7613 -1.8272 -0.2876
C -6.0179 -6.6657 -2.5819 -0.7629
H -3.4092 -3.7351 0.7176 -0.0300
H -4.3023 -5.3147 0.5538 0.3910
H -4.9481 -3.8340 -0.1367 0.2672
H -5.6692 -7.5937 -3.0351 0.3431
H -6.5390 -6.1710 -3.4017 0.2822
H -6.7867 -6.9621 -1.8684 0.2793
C -2.8330 -2.0305 -3.1244 -0.6385
O -2.6803 -0.6314 -3.0674 -0.3023
C -1.5583 -0.0020 -3.1632 0.8728
O -0.4648 -0.4470 -3.5850 -0.6611
O -1.9668 1.2872 -3.0026 -0.3677
C -1.0763 2.3604 -2.9255 -0.4711
H -2.5405 -2.4870 -2.1788 0.2548
H -2.3384 -2.4357 -4.0071 0.3605
H -3.8331 -2.4143 -3.3259 0.2290
H -0.0409 2.1240 -3.1706 0.3851
H -1.1378 2.7039 -1.8928 0.0877
H -1.4378 3.2249 -3.4823 0.2646
C -2.2161 -2.3652 4.1927 -0.5189
O -1.7531 -1.0081 4.4620 -0.3432
C -0.4600 -0.6283 4.6911 0.9603
O 0.5355 -1.3765 4.5915 -0.6349
O -0.3853 0.6004 5.0946 -0.3633
C 0.8819 1.2841 5.1376 -0.3362
H -2.3420 -2.4780 3.1159 0.1130
H -3.2118 -2.5700 4.5859 0.2825
H -1.6160 -3.1457 4.6605 0.3131
H 1.0606 1.6693 4.1337 0.0005
H 1.6708 0.5931 5.4346 0.2094
H 1.0773 2.0633 5.8743 0.3492
C 1.5227 4.1168 1.8990 -0.3243
O 1.3929 5.2427 1.1122 -0.3616
C 0.2827 5.3729 0.1495 0.6752
O -0.5720 4.5240 -0.1051 -0.5587
O 0.4331 6.4852 -0.6045 -0.3386
C -0.5262 6.8103 -1.5708 -0.5907
H 0.6365 3.7851 2.4401 0.3171
H 2.3658 4.1925 2.5856 0.3478
H 1.6643 3.2276 1.2846 0.0488
H -0.0466 7.6916 -1.9968 0.2329
H -1.4944 7.0700 -1.1425 0.2971
H -0.5076 6.0048 -2.3048 0.2495
C 3.4829 0.6878 -1.2058 -0.0795
O 4.1462 0.8553 -2.5004 -0.3585
C 3.8848 1.9642 -3.2457 0.7571
O 2.9381 2.7859 -3.0876 -0.5751
O 4.8401 1.9497 -4.2217 -0.3502
C 4.7138 2.7853 -5.3984 -0.6285
H 2.3971 0.7699 -1.2537 0.0466
H 3.8965 1.4232 -0.5157 0.3267
H 3.7850 -0.2966 -0.8482 -0.0162
H 5.3164 3.6935 -5.3801 0.2585
H 3.7081 3.1874 -5.2758 0.3230
H 5.0055 2.2139 -6.2795 0.2252
O 2.8235 0.9045 2.8907 -0.6011
C 3.1843 -0.2225 2.6103 0.3157
O 2.9368 -0.8256 1.3887 -0.0524
C 3.4429 -2.1410 1.3495 -0.4820
C 4.3286 -2.2881 2.5695 -0.7168
C 4.1246 -1.0502 3.4248 -0.2404
H 4.0436 -2.3278 0.4593 0.3695
H 2.6440 -2.8798 1.4131 0.2860
H 5.3287 -2.1931 2.1465 0.2716
H 4.2579 -3.1006 3.2925 0.3287
H 5.0811 -0.5463 3.5639 0.2776
H 3.6142 -1.1724 4.3802 0.2671
O -2.9234 -1.4178 0.3800 -0.6218
C -2.0065 -0.6814 0.4897 0.4819
O -0.7691 -1.0631 0.1161 -0.6092
C 0.0286 0.1453 0.0470 1.4625
C -0.5723 1.0909 0.9681 1.1399
C -2.0306 0.7472 0.7698 -0.4547
H 0.2022 0.5510 -0.9496 -0.4420
H 1.0128 -0.1087 0.4407 -0.6868
H -0.2037 2.0848 0.7140 -0.4071
H -0.2515 0.9472 1.9998 -0.4717
H -2.4675 1.2325 -0.1030 0.1816
H -2.5868 0.9598 1.6828 0.4329

=====

<P> comes first in stability; the runner-up is 0.0451 hartree higher.

=====

<P>
14
Properties=species:S:1:pos:R:3:mulliken_charge:R:1 method="wB97M-V/def2-TZVPD" smiles="O=C(O)NCCO" e_homo_ev=-9.8
C -0.2214 -0.6411 -0.8200 -0.4319
C -1.0532 -0.1910 0.3643 -0.3914
O -2.3385 -0.7468 0.1555 -0.5124
N 1.1909 -0.2140 -0.8165 -0.2211
C 1.6512 0.7501 0.0693 0.4960
O 1.6929 0.2671 1.3586 -0.4555
O 2.0461 1.8438 -0.2198 -0.5444
H -0.2245 -1.7294 -0.8743 0.2989
H -0.7168 -0.2713 -1.7130 0.2656
H -0.6059 -0.5833 1.2698 0.2421
H -1.1251 0.8966 0.3996 0.3407
H -3.0054 -0.2778 0.6612 0.3097
H 1.5172 0.0139 -1.7436 0.2745
H 1.1924 0.8834 1.9090 0.3293

=====

<Q>
14
Properties=species:S:1:pos:R:3:mulliken_charge:R:1 method="wB97M-V/def2-TZVPD" smiles="O=CCNC=O.O" e_homo_ev=-9.7
C -0.6303 -1.9558 0.4492 -0.0112
N -0.6911 -0.7408 -0.1779 -0.1066
C -0.8424 0.4537 0.6723 -0.4819
C 0.2358 0.6071 1.7589 0.0650
O 1.1713 1.3304 1.5820 -0.4549
O -0.5274 -2.0941 1.6379 -0.5108
H -0.7888 -2.8361 -0.1886 0.3650
H -0.6973 -0.7472 -1.1725 0.2163
H -1.7602 0.5136 1.2721 0.2133
H -0.7567 1.2256 -0.0932 0.3258
H 0.0755 0.1285 2.7231 0.3798
H 1.2284 1.8141 -2.3802 0.3076
H 1.9612 0.7237 -3.2593 0.3126
O 2.0220 1.5773 -2.8239 -0.6200

=====

<R>
14
Properties=species:S:1:pos:R:3:mulliken_charge:R:1 method="wB97M-V/def2-TZVPD" smiles="CC(=O)NC=O.O" e_homo_ev=-10.3
O -1.4825 -1.2469 0.3922 -0.5795
C -1.0884 -0.4637 -0.4619 0.6479
N 0.0757 0.1486 -0.0908 -0.1012
C 1.0415 0.8083 -0.7837 -0.0427
O 2.0789 1.2164 -0.3280 -0.5010
C -1.6646 -0.2242 -1.8748 -1.0134
H 0.6113 -0.1945 0.7982 0.4394
H 0.9840 0.8134 -1.8517 0.2634
H -2.3893 0.5243 -1.5753 0.2799
H -2.3623 -1.0235 -2.2511 0.3048
H -1.0014 -0.0276 -2.7513 0.3217
H 1.0624 0.6714 2.7133 0.3299
H 0.0353 -0.1778 2.4968 0.3483
O 1.0035 -0.2630 2.6582 -0.6975

=====

<S>
14
Properties=species:S:1:pos:R:3:mulliken_charge:R:1 method="wB97M-V/def2-TZVPD" e_homo_ev="-7.5 / -7.7"
C 0.1747 0.3231 1.4342 -0.2699
C -1.1325 -0.8713 -0.3853 -0.5667
C 0.2403 -0.4515 0.1849 0.4845
O 2.2446 0.5456 -0.6498 -0.4835
O -0.2114 1.5549 1.4367 -0.3933
O -1.8659 0.2507 -0.8382 -0.5612
N 0.8005 0.5408 -0.7400 -0.8055
H 2.5259 -0.0758 -1.3350 0.3177
H -0.2434 1.7863 0.4628 0.4844
H -1.2815 0.7003 -1.4698 0.3597
H 0.5597 -0.0100 2.3977 0.3806
H -1.7453 -1.3822 0.3601 0.3625
H -0.9188 -1.5647 -1.2092 0.2760
H 0.8531 -1.3463 0.3509 0.4148

=====

<P> comes first in stability; the runner-up is 0.0145 hartree higher.